A 7-piece molecular cluster, C52H97BrFNO23PS overall in a non-equilibrium geometry, computed with ωB97M-V/def2-TZVPD.

```
177
Properties=species:S:1:pos:R:3:forces:R:3
C -1.425702 1.698513 -4.764540 0.000 -0.286 -0.168
C -2.661740 0.770814 -4.403996 0.246 0.365 -0.562
C -3.973773 1.085384 -5.235417 -0.371 -0.565 0.320
C -4.156983 0.120952 -6.472746 0.420 -0.089 0.368
C -2.805752 -0.005834 -7.297083 -0.893 -0.501 0.054
C -3.036559 -0.533651 -8.765297 0.710 0.098 0.376
C -1.664528 -0.805732 -9.531260 -0.922 0.557 0.322
C -0.739143 0.465805 -9.621434 0.619 -0.200 -0.721
C 0.810317 0.139886 -9.599818 -0.320 0.592 0.563
C 1.184009 -0.670454 -8.295334 0.639 0.267 -0.439
C 2.626684 -0.351866 -7.730445 -0.052 -1.046 -0.308
C 3.708672 -1.448900 -8.145789 0.311 1.785 -0.183
C 4.876448 -1.428173 -7.083394 -0.758 -0.592 -1.592
P 4.652556 -2.628231 -5.620656 2.001 4.024 0.840
Br 5.382529 -4.315792 -7.060266 0.097 -1.361 -0.481
O 4.726989 -3.640304 -4.216492 -2.319 -0.702 -0.622
C 3.600192 -4.544359 -4.216508 1.507 -0.477 1.229
C 3.575301 -5.015489 -2.697309 0.185 0.411 -0.791
S 1.953094 -5.533794 -2.050036 0.095 -3.867 0.969
O 1.044017 -6.067333 -3.068809 0.755 1.998 0.232
O 2.191204 -6.591493 -1.045214 0.257 2.050 -0.345
C 2.352611 -3.821100 -4.857124 -0.302 1.625 -2.352
C 1.470658 -2.827072 -4.009190 0.679 -0.943 0.730
C 2.232241 -2.032606 -2.887474 -1.876 0.689 -0.184
C 1.217308 -0.959863 -2.298834 1.669 0.097 0.286
O 1.632545 -0.131852 -1.521033 -0.486 -0.288 -0.415
N -0.182923 -0.942168 -2.728476 -0.625 -0.110 0.606
C -1.079353 -1.333884 -1.659117 -1.675 -0.315 2.164
C -1.655517 -0.337762 -0.742640 -0.716 -2.032 0.318
C -2.587596 -0.761592 0.299169 0.699 -1.464 -1.264
C -2.943897 -2.166608 0.471136 1.278 0.352 -1.520
C -2.372461 -3.175832 -0.424206 0.473 2.705 0.354
C -1.450602 -2.725601 -1.449720 -0.283 0.471 0.428
C 1.354475 -4.636277 -5.789471 -0.068 -1.213 1.024
C 1.805453 -6.082565 -6.168752 -1.341 -0.515 -0.901
C 0.580545 -6.991474 -6.599639 0.966 -0.143 0.213
F 2.660425 -6.065941 -7.313495 -0.563 0.115 1.065
O 2.963435 -2.905413 -5.825372 1.130 -1.051 0.704
H -0.617677 1.055738 -5.201907 -0.490 0.729 0.361
H -1.687714 2.470222 -5.530399 0.152 -0.613 0.618
H -1.014184 2.249914 -3.878484 -0.357 -0.541 -0.693
H -2.358855 -0.283082 -4.646728 -0.376 0.839 0.562
H -2.847676 0.852305 -3.304952 -0.063 -0.186 -0.882
H -4.015780 2.152219 -5.571627 0.174 -0.770 0.372
H -4.846344 0.906432 -4.544752 0.682 0.367 -0.704
H -4.471490 -0.876510 -6.050171 0.402 0.775 -0.596
H -5.006726 0.460009 -7.127344 0.822 -0.137 0.550
H -2.323254 1.001981 -7.256078 -0.193 -0.926 -0.274
H -2.154349 -0.763072 -6.772626 -0.388 0.935 -0.478
H -3.560745 -1.521021 -8.669691 0.191 0.882 -0.232
H -3.689478 0.189982 -9.323233 0.528 -0.660 0.390
H -1.198804 -1.670990 -8.992674 -0.070 0.840 -0.570
H -1.914521 -1.117842 -10.581194 0.312 0.032 0.963
H -0.912713 1.223995 -8.813389 -0.034 -0.873 -0.546
H -0.964190 0.989074 -10.594427 0.085 -0.380 0.910
H 1.337276 1.138380 -9.579438 -0.414 -0.945 0.001
H 1.162596 -0.364521 -10.540169 -0.442 0.233 0.893
H 0.442270 -0.442165 -7.481357 0.409 -0.328 -0.855
H 1.153663 -1.759408 -8.575947 -0.182 0.909 0.669
H 2.973080 0.650309 -8.105759 -0.314 -0.813 0.488
H 2.598309 -0.337377 -6.611393 -0.058 0.078 -0.882
H 4.133741 -1.092905 -9.127847 -0.385 -0.520 0.661
H 3.257086 -2.452628 -8.327062 0.409 0.720 0.467
H 5.816648 -1.729024 -7.613414 -0.711 0.267 0.639
H 4.991947 -0.385751 -6.687000 -0.106 -0.837 -0.174
H 4.438864 -1.425222 -4.840937 -0.615 -0.322 0.500
H 6.054092 -2.370088 -5.336847 -0.184 -0.490 -0.172
H 4.020900 -5.443514 -4.750778 -1.348 0.843 -0.177
H 4.065950 -4.199166 -2.099058 -0.894 -0.776 -0.272
H 4.249610 -5.912258 -2.623666 -1.022 0.651 0.207
H 1.433158 -4.440653 -1.358631 0.227 -0.394 -0.749
H 1.007672 -2.101678 -4.731145 0.547 -0.802 0.616
H 0.630903 -3.411969 -3.552626 0.588 0.568 -0.231
H 3.123515 -1.459514 -3.248855 -0.752 -0.573 0.129
H 2.554320 -2.642776 -2.009433 -0.233 0.414 -0.733
H -0.456778 0.014324 -2.987467 0.547 -0.368 0.180
H -1.406317 0.743268 -0.810417 -0.071 -0.961 -0.141
H -3.039965 -0.000471 0.968744 0.430 -0.629 -0.530
H -3.637267 -2.477826 1.281374 0.586 0.351 -0.719
H -2.625592 -4.250542 -0.284268 0.319 1.024 -0.283
H -0.997840 -3.485311 -2.125667 -0.451 0.666 0.493
H 1.132501 -4.061979 -6.721777 0.498 -0.342 0.769
H 0.373833 -4.749385 -5.242246 0.975 -0.021 -0.492
H 2.326666 -6.642052 -5.357201 -0.211 0.745 -0.556
H -0.067520 -7.221453 -5.718567 0.388 0.394 -0.725
H 1.033595 -7.963302 -6.934464 -0.518 0.820 0.167
H 0.007212 -6.552817 -7.454496 0.420 -0.242 0.826
C -5.973070 7.750800 -4.567514 0.153 0.066 0.273
C -6.306775 6.315188 -4.921614 -0.283 0.428 -0.195
O -5.337051 5.408861 -4.382784 -0.034 -0.227 0.087
C -5.454998 5.148132 -3.075929 0.175 0.085 -0.029
O -6.294516 5.595274 -2.335354 0.069 -0.104 -0.128
O -4.462653 4.323534 -2.726831 -0.166 0.067 -0.135
C -4.410215 4.034185 -1.328848 0.099 -0.162 0.393
H -4.952085 7.992847 -4.870969 -0.084 -0.025 -0.140
H -6.662308 8.438837 -5.059780 0.025 -0.051 -0.025
H -6.033548 7.916120 -3.490813 -0.116 -0.055 -0.052
H -6.277102 6.191751 -6.004911 0.201 -0.219 0.104
H -7.311667 6.042436 -4.592776 0.138 -0.032 0.165
H -5.370192 3.668233 -0.964860 0.002 0.166 -0.051
H -4.102366 4.922191 -0.775108 -0.145 -0.042 0.025
H -3.664029 3.256541 -1.175599 0.026 0.072 -0.280
C 1.262684 -0.656231 2.775663 0.140 -0.133 0.254
C 0.017968 0.193498 2.929758 0.455 0.072 -0.516
O -0.832891 -0.317365 3.967810 -0.192 0.167 0.281
C -0.450725 -0.039959 5.216282 0.062 -0.210 -0.242
O 0.520224 0.597494 5.539394 -0.212 0.007 0.036
O -1.323333 -0.614593 6.055506 0.019 0.147 -0.105
C -0.979278 -0.477185 7.434185 0.026 -0.042 0.372
H 0.994444 -1.704729 2.628050 -0.063 0.081 -0.152
H 1.856082 -0.318159 1.924651 -0.091 -0.012 -0.021
H 1.886356 -0.609345 3.670010 -0.027 0.118 -0.046
H -0.560557 0.156213 2.006493 -0.196 -0.123 0.225
H 0.265335 1.241213 3.114914 -0.013 -0.104 0.220
H -0.810918 0.566745 7.698820 0.129 -0.072 -0.093
H -0.096241 -1.076923 7.658110 0.030 0.171 0.021
H -1.813008 -0.852974 8.024882 -0.054 -0.059 -0.250
C 0.639221 4.799907 3.350608 0.054 -0.081 -0.256
C -0.289133 5.984899 3.529033 0.106 -0.472 0.373
O -0.223003 6.871356 2.402836 -0.323 0.092 -0.137
C -0.889392 6.472314 1.314855 0.209 -0.083 -0.031
O -1.531516 5.457536 1.209691 0.013 0.260 -0.014
O -0.696416 7.384585 0.352696 -0.094 -0.096 0.279
C -1.275580 7.031437 -0.902824 -0.112 -0.052 -0.424
H 1.655936 5.137941 3.136376 -0.023 0.034 0.144
H 0.652686 4.182442 4.250264 0.004 0.048 -0.003
H 0.327264 4.176693 2.511405 -0.088 0.024 0.082
H 0.025243 6.564752 4.398216 -0.030 0.225 -0.223
H -1.318364 5.667252 3.707580 0.031 0.027 -0.208
H -2.333084 6.789239 -0.795940 0.102 -0.097 0.059
H -0.731963 6.191802 -1.338223 -0.151 -0.050 0.061
H -1.181852 7.887492 -1.568486 0.133 0.076 0.244
C 2.316016 -0.310347 13.145096 -0.048 -0.316 0.063
C 1.301961 0.430067 12.296147 0.360 0.275 0.381
O 0.669410 -0.449463 11.357619 -0.278 -0.012 -0.106
C -0.282482 -1.241970 11.860710 0.230 -0.077 -0.008
O -0.650552 -1.271426 13.007577 -0.023 0.051 -0.190
O -0.740775 -2.017981 10.871371 0.005 0.209 0.051
C -1.701690 -2.987399 11.291098 -0.261 -0.333 0.041
H 3.031270 -0.840353 12.512464 0.026 0.160 -0.023
H 2.858063 0.383513 13.789574 -0.019 0.013 -0.062
H 1.832571 -1.058052 13.775466 -0.051 0.124 0.015
H 1.809747 1.195797 11.708548 -0.152 -0.176 -0.222
H 0.555210 0.936828 12.910892 -0.071 -0.208 -0.036
H -2.522780 -2.521228 11.835759 0.151 0.008 0.076
H -1.217817 -3.749280 11.903848 -0.084 0.095 0.074
H -2.104785 -3.463713 10.398927 0.205 0.167 -0.093
C 0.305937 -8.271144 9.022397 0.153 -0.116 0.262
C -1.123458 -7.797725 9.193760 0.371 0.193 -0.449
O -1.798570 -8.541643 10.218186 -0.195 0.085 0.237
C -1.499926 -8.196117 11.473424 0.114 -0.180 -0.175
O -0.735905 -7.326662 11.809297 -0.189 -0.045 0.006
O -2.178767 -9.002342 12.299424 0.007 0.144 -0.122
C -1.877271 -8.804239 13.680195 -0.001 -0.023 0.371
H 0.334460 -9.349431 8.851417 -0.072 0.067 -0.136
H 0.780188 -7.765536 8.180051 -0.065 -0.022 0.004
H 0.897205 -8.074440 9.917887 -0.058 0.113 -0.052
H -1.676835 -7.971093 8.270228 -0.173 -0.150 0.223
H -1.170752 -6.726953 9.402557 0.023 -0.107 0.192
H -1.997094 -7.759159 13.965577 0.135 -0.035 -0.095
H -0.863092 -9.145482 13.892514 -0.008 0.166 -0.013
H -2.575810 -9.404818 14.260179 -0.047 -0.058 -0.257
C 2.365069 8.532908 3.034932 0.258 0.247 -0.134
C 2.712908 8.198568 4.471537 -0.535 0.125 -0.267
O 4.116742 7.945769 4.623180 0.211 0.063 0.245
C 4.897680 9.028969 4.653837 -0.101 -0.140 -0.204
O 4.529758 10.173990 4.576857 0.096 -0.140 0.110
O 6.168863 8.621615 4.761926 -0.167 0.029 0.077
C 7.123327 9.680759 4.710167 0.314 0.186 0.003
H 2.729660 7.755012 2.360542 -0.151 -0.077 0.080
H 1.287455 8.630393 2.911863 0.066 -0.058 0.010
H 2.832177 9.468569 2.723208 -0.033 0.006 0.137
H 2.200526 7.281361 4.765480 0.334 -0.084 0.068
H 2.388215 8.983821 5.157706 0.205 0.049 -0.063
H 6.895671 10.454921 5.442958 -0.105 -0.006 -0.133
H 7.156956 10.102849 3.704769 -0.085 0.095 0.104
H 8.098890 9.257790 4.943494 -0.170 -0.207 -0.014
```
Positions in Å, forces in eV/Å.

The value obtained for the total energy is -196963.466 eV. Its gap between HOMO and LUMO is 6.47 eV. Its spin multiplicity is 1. The value obtained for the energy above the lowest of the compared OMol25 structures with the same formula, charge and spin is 12.7 kJ/mol. Its LUMO energy is 1.48 eV. The net charge is -1. The HOMO energy comes out at -0.18341 hartree.